93
Properties=species:S:1:pos:R:3:forces:R:3 method="wB97M-V/def2-TZVPD" max_force_ev_per_a=4.07 lumo_ev=-2.69 total_energy_ev=-112995.7235 charge=+1 e_homo_ev=-11.59
Zn 0.30915 1.75625 -1.92377 -0.33 -1.74 1.37
O -0.04153 0.24556 -0.84588 -0.50 -0.98 0.84
H -0.02921 -0.44571 -0.15558 0.19 1.16 -0.91
C -7.20795 1.23416 2.24923 -0.17 1.17 -1.53
O -6.11543 0.43949 1.74663 1.01 -1.14 0.24
C -5.39221 0.83087 0.68103 -2.14 3.28 -1.08
O -5.76008 1.81208 -0.02031 1.84 -3.06 1.66
O -4.27901 0.08263 0.54199 -1.03 0.32 0.49
C -3.44166 0.34784 -0.57802 -0.15 0.47 -1.35
H -6.82519 2.20549 2.56247 0.08 -0.19 0.44
H -7.82107 0.73990 3.00281 0.86 -0.41 0.05
H -7.88522 1.48651 1.43331 0.03 -0.19 -0.19
H -2.45354 -0.08907 -0.43368 -0.14 0.24 0.38
H -3.37998 1.40336 -0.84293 0.21 0.15 0.73
H -3.84882 -0.04854 -1.50818 -0.36 -0.60 0.16
C 5.45525 -4.10296 2.89447 2.51 -1.39 0.79
O 4.18624 -3.60391 2.81463 -2.45 2.02 -2.44
C 3.86646 -2.92389 1.64527 0.79 -0.19 -1.04
O 4.58693 -2.79190 0.65317 -1.71 -0.16 2.33
O 2.60864 -2.46645 1.79606 0.84 -1.21 1.06
C 1.93739 -1.68358 0.84700 0.15 1.26 -0.38
H 5.40699 -5.14780 3.20119 -0.19 -0.05 0.06
H 5.98721 -3.57906 3.68861 0.14 0.12 -0.07
H 6.06520 -4.09819 1.99112 -0.42 0.43 -0.18
H 2.42688 -0.71321 0.76410 0.31 -0.02 -0.41
H 0.97192 -1.42199 1.28005 0.03 -0.43 0.15
H 1.79067 -2.13266 -0.13529 0.16 -0.23 0.15
C 3.73013 4.13465 -1.51046 0.13 -0.70 -1.81
O 3.44989 3.95602 -0.16811 -1.65 -1.13 3.17
C 2.47356 3.05712 0.21218 1.45 1.76 1.64
O 1.80968 2.41095 -0.54651 -0.44 -0.11 -0.81
O 2.33259 3.04018 1.57882 1.29 0.58 -2.73
C 1.51209 2.03485 2.16534 -1.33 0.25 0.37
H 4.40267 4.97520 -1.68152 -0.32 0.15 0.56
H 2.81145 4.25023 -2.08558 0.06 0.13 -0.13
H 4.26761 3.26074 -1.87857 -0.10 -0.15 -0.17
H 2.08076 1.16287 2.48840 0.05 0.21 -0.13
H 0.66380 1.76410 1.53669 0.36 -0.34 -0.49
H 1.02577 2.53106 3.00520 0.48 -0.22 0.31
C -2.07427 -0.61640 2.83144 -0.26 0.67 0.62
O -1.04719 -1.37939 3.40972 2.19 -1.16 0.99
C 0.05066 -0.79459 4.05853 -1.57 -0.45 -0.88
O 0.14640 0.37367 4.31244 0.08 0.13 -0.15
O 0.91918 -1.75755 4.32217 0.29 -0.16 -0.55
C 2.22682 -1.42899 4.84998 -0.14 0.89 0.95
H -1.72181 -0.22987 1.87516 -0.13 0.42 0.17
H -2.40073 0.09811 3.58708 0.12 0.73 -0.52
H -2.97308 -1.20192 2.63805 0.44 -0.61 0.04
H 2.64898 -0.47376 4.53787 -0.42 0.02 -0.81
H 2.95120 -2.21406 4.63307 -0.62 -0.16 -0.09
H 2.11822 -1.24643 5.91908 0.00 -0.55 0.15
C -1.75740 -1.55451 -3.26325 1.31 -1.51 1.95
O -2.33290 -0.60645 -4.08213 -0.46 2.74 -1.17
C -1.79032 0.63115 -4.14619 0.38 -1.19 -0.94
O -0.89540 1.08098 -3.44345 -0.60 0.09 0.01
O -2.23931 1.22015 -5.24100 -0.80 -0.97 1.26
C -1.90670 2.53841 -5.57272 0.79 1.27 -1.14
H -1.79659 -1.27859 -2.20948 0.27 0.30 -0.10
H -0.71952 -1.74697 -3.53505 0.05 0.18 0.05
H -2.26116 -2.51977 -3.31411 -0.41 0.34 -0.61
H -1.52493 2.45226 -6.59003 -0.06 0.27 -0.05
H -1.12516 3.03096 -4.99418 -0.03 -0.54 0.41
H -2.76507 3.20994 -5.59143 -0.25 -0.43 0.19
C 4.06208 0.52236 -3.96718 -0.05 -0.55 1.29
C 2.79726 0.04443 -3.22890 -0.60 1.56 -0.93
O 1.90829 0.81489 -2.86307 1.01 0.66 -0.70
C 2.60638 -1.37370 -2.96162 -0.02 -0.82 -0.66
H 4.82600 -0.23241 -3.78054 0.09 -0.03 -0.09
H 4.42627 1.44395 -3.51315 -0.22 0.17 -0.29
H 3.98091 0.60644 -5.05090 -0.46 0.11 0.11
H 3.13721 -1.98351 -3.69268 0.28 -0.10 0.32
H 1.54698 -1.61543 -3.04727 0.05 -0.01 0.58
H 2.99702 -1.51006 -1.95320 -0.05 -0.52 0.09
C -2.14180 2.67226 1.55968 1.52 0.41 -1.57
C -1.42841 3.43628 0.39189 0.38 -0.81 -0.99
O -1.28764 2.91561 -0.74550 0.05 1.29 2.21
C -0.84435 4.83759 0.74771 -1.21 -1.54 -0.57
H -3.21121 2.88283 1.54833 0.04 0.05 0.18
H -1.62337 2.97304 2.47010 -0.48 0.16 0.20
H -1.93223 1.61224 1.41638 -0.37 0.17 -0.17
H 0.23450 4.75108 0.87697 0.00 0.08 0.06
H -1.33998 5.14533 1.66844 0.31 0.29 -0.08
H -1.09292 5.49821 -0.08290 0.22 0.14 0.11
C -1.16236 -3.12549 0.39582 -0.40 0.32 0.15
C -0.58021 -4.12201 -0.59424 1.94 -0.24 -1.35
O 0.12544 -3.75299 -1.54296 -1.30 0.06 1.50
C -0.79743 -5.63059 -0.40636 -1.07 1.43 -0.06
H -0.45087 -2.85754 1.17689 0.28 -0.29 -0.09
H -2.04763 -3.41986 0.95951 -0.01 -0.56 -0.25
H -1.43778 -2.18805 -0.08733 0.23 -0.02 -0.34
H 0.02369 -6.14848 0.08927 -0.11 0.23 0.12
H -0.96954 -6.05796 -1.39421 0.16 -0.06 0.08
H -1.73224 -5.63807 0.15416 0.12 -0.92 0.27

---

95
Properties=species:S:1:pos:R:3:forces:R:3 method="wB97M-V/def2-TZVPD" max_force_ev_per_a=0.82 lumo_ev=-2.94 total_energy_ev=-272081.5298 charge=+1 e_homo_ev=-11.51
C 2.92533 -4.57914 5.80618 0.05 0.08 -0.09
C 3.15521 -3.95185 4.43799 0.20 -0.05 0.21
C 4.63049 -4.09927 4.03095 -0.25 0.11 0.16
I 5.03536 -5.77493 2.80306 0.12 -0.20 0.08
S 5.07734 -2.63398 3.07971 -0.61 0.20 -0.49
C 5.45217 -1.38264 4.32421 0.66 -0.09 -0.14
C 6.65249 -1.70864 5.21535 -0.11 -0.61 -0.02
C 6.28291 -1.79460 6.68681 0.70 0.18 0.37
O 7.40845 -2.14737 7.47279 -0.02 -0.16 -0.21
H 3.15620 -5.64307 5.79670 -0.06 -0.07 0.02
H 1.89102 -4.43972 6.10784 -0.07 -0.10 0.03
H 3.55543 -4.10149 6.55712 0.01 -0.01 0.08
H 2.90231 -2.88887 4.47820 -0.09 0.03 -0.02
H 2.52243 -4.39654 3.67874 -0.09 0.05 -0.08
H 5.24463 -4.14597 4.92677 0.30 -0.06 -0.14
H 6.30155 -2.93449 2.62154 0.24 -0.10 0.27
H 4.52501 -1.29057 4.88616 -0.13 0.26 -0.07
H 5.63911 -0.49413 3.72410 -0.36 0.24 0.11
H 7.06739 -2.68476 4.95020 0.13 0.01 -0.05
H 7.44749 -0.98173 5.06127 -0.05 0.15 0.00
H 5.89113 -0.84012 7.04461 -0.36 -0.03 -0.09
H 5.56693 -2.59873 6.85489 -0.24 0.13 0.00
H 8.13102 -1.54057 7.27834 -0.02 0.05 0.12
Cl 1.73392 -1.08736 2.27735 0.01 0.03 -0.01
C 1.24758 -1.68332 0.64984 -0.16 -0.16 0.20
C 0.88132 -3.14140 0.68598 -0.08 0.09 0.05
Cl 2.32328 -4.14368 1.03954 -0.03 -0.12 -0.15
H 2.07183 -1.49787 -0.02270 0.09 -0.02 0.01
H 0.39337 -1.08905 0.33418 0.01 0.00 0.05
H 0.49252 -3.45053 -0.28267 0.12 0.02 0.03
H 0.14086 -3.35412 1.45195 0.02 -0.02 0.04
Cl 1.77349 0.20431 -1.85694 0.29 0.05 -0.21
C 1.06394 -0.10472 -3.46830 0.00 0.11 -0.12
C -0.35373 -0.58645 -3.35689 -0.08 0.05 -0.02
Cl -0.44680 -2.22688 -2.64107 -0.01 0.03 0.00
H 1.69597 -0.82163 -3.98273 0.02 -0.03 0.05
H 1.08706 0.83939 -4.01007 -0.04 0.03 0.05
H -0.79686 -0.64634 -4.34897 0.00 -0.06 0.00
H -0.95683 0.07702 -2.74404 0.01 -0.02 0.02
Cl -0.26147 2.90372 -1.43778 -0.18 0.09 -0.04
C 1.25360 3.60954 -0.82665 0.06 -0.08 0.04
C 1.22424 5.11596 -0.85412 0.02 0.03 0.03
Cl 1.23317 5.75145 -2.51906 0.00 0.00 0.00
H 2.07047 3.21863 -1.42831 -0.02 0.00 -0.03
H 1.37532 3.26452 0.19943 -0.02 0.02 0.01
H 2.11196 5.50574 -0.35878 0.01 -0.01 -0.01
H 0.33971 5.50308 -0.35545 -0.03 0.00 -0.03
Cl -3.91887 2.78084 0.02437 0.01 -0.01 -0.01
C -5.03787 1.79411 -0.95532 -0.05 0.01 0.02
C -4.31783 0.76757 -1.78442 0.02 -0.01 -0.02
Cl -3.34345 1.52432 -3.08495 0.01 -0.01 0.02
H -5.61211 2.46118 -1.59139 0.07 0.11 0.11
H -5.71081 1.29102 -0.26215 0.01 -0.02 0.00
H -5.04626 0.11478 -2.25903 0.10 0.14 -0.04
H -3.64550 0.16005 -1.18310 0.04 0.02 -0.01
Cl 5.33951 2.30259 2.63658 -0.03 0.01 -0.01
C 5.98827 3.50110 3.79553 0.02 0.04 -0.02
C 6.97121 2.86668 4.74236 0.05 0.01 -0.03
Cl 6.15532 1.71510 5.84275 0.07 -0.02 0.04
H 5.14683 3.93913 4.32468 -0.03 -0.04 0.00
H 6.48586 4.27455 3.21430 0.01 -0.03 -0.04
H 7.44626 3.62175 5.36466 -0.07 0.02 0.03
H 7.73980 2.32124 4.20147 0.00 -0.03 0.01
Cl 2.56556 -2.38832 -6.04247 -0.01 -0.01 -0.04
C 3.95392 -3.20382 -5.27462 -0.02 -0.06 0.08
C 5.23694 -2.43549 -5.45897 0.04 0.01 0.02
Cl 5.77805 -2.42670 -7.15411 0.00 0.01 0.00
H 4.02311 -4.20147 -5.69947 0.00 0.01 -0.05
H 3.72669 -3.28751 -4.21268 0.00 0.02 0.00
H 6.02488 -2.90530 -4.87252 0.00 -0.02 -0.01
H 5.12577 -1.40192 -5.14081 -0.01 0.01 -0.02
Cl -4.63681 5.36575 -2.75342 0.01 -0.02 0.00
C -5.34561 5.15370 -4.37432 0.02 0.05 -0.04
C -6.80428 4.78192 -4.29932 0.04 0.04 -0.03
Cl -7.01963 3.15731 -3.59883 -0.17 -0.04 -0.21
H -4.77158 4.38549 -4.88613 0.01 -0.02 0.02
H -5.23453 6.09683 -4.90646 -0.01 0.02 0.03
H -7.23753 4.76627 -5.29764 0.03 -0.04 -0.01
H -7.36157 5.48233 -3.68271 0.02 -0.01 0.04
Cl -6.25722 -2.05366 -1.86530 -0.11 -0.18 0.02
C -6.78395 -2.44365 -3.52849 -0.02 0.07 -0.06
C -7.24915 -3.87052 -3.65173 -0.03 -0.02 -0.02
Cl -5.90789 -5.02943 -3.46251 0.00 0.00 0.01
H -5.94896 -2.24044 -4.19385 0.03 -0.01 0.03
H -7.60256 -1.76768 -3.76843 -0.02 -0.01 0.03
H -7.67208 -4.02681 -4.64225 0.02 0.00 -0.01
H -8.00048 -4.10730 -2.90340 0.02 -0.01 0.02
Cl -8.66292 3.05143 -0.52259 0.01 -0.02 0.13
C -10.14287 4.02193 -0.72776 0.00 0.06 0.00
C -11.35452 3.16070 -0.97142 -0.05 0.00 0.01
Cl -11.28377 2.34310 -2.55480 0.00 -0.01 0.01
H -9.97559 4.70721 -1.55491 0.02 -0.03 -0.02
H -10.27894 4.59656 0.18651 0.00 -0.02 0.02
H -12.24828 3.78185 -0.97104 0.00 0.01 -0.02
H -11.45392 2.39477 -0.20715 0.02 -0.03 -0.01